# 1
Density functional theory data (ωB97M-V with the def2-TZVPD basis set) for a cluster of 5 separate species, H10O4S in total at a distorted geometry.

CARTESIAN COORDINATES (ANGSTROEM)
O: -1.0854 -0.8548 -1.9725
H: -0.3265 -1.1677 -2.4935
H: -0.8611 -1.3162 -1.1552
O: -0.7556 1.6699 -0.7003
H: -0.9861 1.7182 -1.6183
H: -0.0393 1.0301 -0.6904
O: 1.2351 -0.0079 3.0714
H: 1.5064 -0.9291 3.1076
H: 0.2865 0.0166 3.0073
O: -1.8592 -0.3153 0.8747
H: -2.1966 0.5334 0.5992
H: -2.4239 -0.8615 0.3037
S: 2.6817 0.3481 -1.2941
H: 2.3428 1.0268 -0.1796
H: 2.4813 -0.8906 -0.8598

As for the energy above the lowest of the compared OMol25 structures with the same formula, charge and spin: 0.8285 eV. As for the HOMO energy: -0.3709 Eh. As for the SMILES: O.O.O.O.S. Its frontier orbital gap is 10.412 eV. The value obtained for the LUMO energy is 0.012 Eh.

Charges obtained by natural (NBO) population analysis, quoted in units of e: -0.938 0.467 0.470 -0.952 0.473 0.477 -0.948 0.468 0.480 -0.950 0.489 0.461 -0.302 0.168 0.138

# 2
Density functional theory data (ωB97M-V with the def2-TZVPD basis set) for a cluster of 12 separate species, C26H45N14O3S in total.

CARTESIAN COORDINATES (ANGSTROEM)
C: 1.8235 -0.8404 0.5433
S: 1.6805 0.4274 -0.6721
O: 1.1426 -0.1150 -1.8731
O: 2.8869 1.1856 -0.7210
N: 0.5635 1.5867 -0.0738
C: -0.7251 1.3830 0.2173
N: -1.5291 2.4223 0.3619
N: -1.1730 0.0988 0.2552
C: -2.5514 -0.1955 -0.2143
C: -3.3998 -0.8953 0.8517
O: -4.6829 -0.3105 0.9146
H: 2.8507 -1.1928 0.4692
H: 1.1111 -1.6190 0.2842
H: 1.6257 -0.4601 1.5433
H: 0.9641 2.5168 -0.0346
H: -2.3529 2.2888 0.9358
H: -1.1112 3.3382 0.4685
H: -0.9178 -0.3901 1.1055
H: -2.4279 -0.8242 -1.0956
H: -3.0426 0.7203 -0.5390
H: -2.8916 -0.8178 1.8223
H: -3.4959 -1.9556 0.6257
H: -4.8424 0.0051 1.8125
C: -2.1129 2.0843 4.1979
C: -3.4418 1.7520 3.7011
N: -4.4898 1.4912 3.3116
H: -1.7837 2.9851 3.6835
H: -2.1368 2.2511 5.2723
H: -1.4237 1.2680 3.9863
C: 5.9476 -0.0086 1.2251
C: 5.3146 -0.7358 2.3183
N: 4.7654 -1.2850 3.1638
H: 7.0041 0.1555 1.4214
H: 5.8555 -0.5669 0.2955
H: 5.4580 0.9567 1.1081
C: -2.2039 -5.2313 -1.2706
C: -2.3565 -4.6544 0.0602
N: -2.5044 -4.2051 1.1066
H: -2.0597 -6.3061 -1.1903
H: -3.1046 -5.0476 -1.8537
H: -1.3485 -4.7844 -1.7745
C: -7.2489 -0.5034 4.5726
C: -7.7155 -0.8882 5.8990
N: -8.0853 -1.1729 6.9466
H: -6.1695 -0.3649 4.5895
H: -7.5061 -1.2738 3.8490
H: -7.7158 0.4339 4.2747
C: 10.6323 1.4791 0.5187
C: 9.3354 1.2457 -0.1043
N: 8.3197 1.0580 -0.6054
H: 10.9452 2.5071 0.3464
H: 10.5683 1.3039 1.5909
H: 11.3808 0.8054 0.1064
C: -0.7278 7.0542 1.5327
C: -0.7075 5.6752 2.0029
N: -0.7020 4.6069 2.4266
H: 0.2787 7.4670 1.5635
H: -1.1056 7.0987 0.5131
H: -1.3767 7.6427 2.1789
C: 0.9650 2.1837 -4.3379
C: 0.2296 3.2563 -4.9973
N: -0.3881 4.0971 -5.4753
H: 0.6927 1.2170 -4.7556
H: 2.0390 2.3252 -4.4391
H: 0.7072 2.1866 -3.2811
C: 14.6714 0.0276 -1.9994
C: 14.1414 0.1364 -0.6454
N: 13.7439 0.2274 0.4272
H: 14.9954 -0.9941 -2.1876
H: 13.9041 0.2963 -2.7229
H: 15.5211 0.6973 -2.1161
C: -2.0617 -8.6681 -4.3620
C: -2.4239 -8.5489 -2.9544
N: -2.7072 -8.4926 -1.8436
H: -0.9787 -8.6605 -4.4678
H: -2.4493 -9.6038 -4.7603
H: -2.4843 -7.8413 -4.9295
C: -3.8926 3.5620 -4.5472
C: -3.9804 2.7826 -3.3186
N: -4.0499 2.1671 -2.3515
H: -2.8555 3.8259 -4.7537
H: -4.2779 2.9792 -5.3818
H: -4.4782 4.4741 -4.4500
C: -8.4848 -2.2505 0.6694
C: -8.9605 -2.6413 1.9919
N: -9.3268 -2.9386 3.0377
H: -7.4059 -2.1011 0.6892
H: -8.7239 -3.0285 -0.0531
H: -8.9648 -1.3230 0.3631

As for the energy above the lowest of the compared OMol25 structures with the same formula, charge and spin: 0.0000 eV. As for the charge: +1. As for the HOMO energy: -0.4580 Eh. Its frontier orbital gap is 9.449 eV. The value obtained for the LUMO energy is -0.111 Eh.

Charges obtained by Mulliken population analysis, quoted in units of e: -0.950 1.280 -0.615 -0.662 -0.261 0.346 -0.149 0.019 -0.384 -0.423 -0.510 0.338 0.360 0.326 0.235 0.150 0.102 0.313 0.371 0.267 0.451 0.054 0.270 -0.513 0.421 -0.499 0.042 0.356 0.239 -0.600 0.329 -0.457 0.207 0.285 0.230 -0.685 0.388 -0.463 0.197 0.291 0.270 -0.310 0.194 -0.364 0.138 -0.009 0.297 -0.567 0.373 -0.425 0.274 0.289 0.074 -0.840 0.478 -0.503 0.296 0.302 0.283 -0.341 0.318 -0.429 0.289 0.329 -0.171 -0.741 0.378 -0.415 0.264 0.272 0.265 -0.814 0.436 -0.433 0.274 0.301 0.269 -0.633 0.354 -0.413 0.104 0.265 0.278 -0.618 0.378 -0.388 0.104 0.307 0.265

# 3
Density functional theory data (ωB97M-V with the def2-TZVPD basis set) for a structure of composition H2S3 at a distorted geometry.

CARTESIAN COORDINATES (ANGSTROEM)
H: 1.9960 2.3689 0.2772
H: 2.2350 -0.3812 0.0353
S: -1.6686 -0.2116 -0.2241
S: -3.4151 -0.7696 -0.0079
S: 0.8527 -1.0065 -0.0805

As for the energy above the lowest of the compared OMol25 structures with the same formula, charge and spin: 8.5031 eV. As for the HOMO energy: -0.2934 Eh. Its frontier orbital gap is 3.866 eV. The value obtained for the LUMO energy is -0.151 Eh.

Charges obtained by natural (NBO) population analysis, quoted in units of e: -0.058 0.150 0.164 0.038 -0.294